1.
# CH4INO2

A cluster of 2 separate species, CH4INO2 in total (ωB97M-V/def2-TZVPD, the OMol25 dataset).

HOMO level	-9.17	eV
total charge	0
energy relative to the best compared isomer or geometry (same formula, charge and spin)	21.9	kcal per mole
orbital gap	9.494	eV
LUMO level	0.320	eV
SMILES	[NH3+][O-].O=CI
F_max	5.17	eV Å⁻¹

Each line ends with the Mulliken charge.
Cartesian coordinates (Å):
N 0.2428 -0.0946 -1.2204  -0.123
O -0.0845 -1.0676 0.9855  -0.555
H -1.5204 0.3281 1.3163  0.420
H -0.0158 -0.3951 -2.0860  0.281
H 1.3620 0.0729 -1.2850  0.322
H 0.1476 -0.9579 -0.7541  0.248
C -0.5523 -0.0326 1.3557  0.016
O -0.4290 0.9230 -0.6729  -0.593
I 0.8496 1.2238 2.3608  -0.015

Forces on the atoms, in the same order (eV/Å):
N 4.65 2.08 0.91
O -0.96 -1.16 0.65
H -2.11 0.55 0.11
H -1.32 0.05 -3.90
H -2.80 -0.31 0.23
H -0.07 -1.53 2.18
C 3.06 -0.39 -0.56
O -0.42 0.13 -0.04
I -0.03 0.57 0.42

2.
# C6H18F9FeN6O15S3

A structure of composition C6H18F9FeN6O15S3 (ωB97M-V/def2-TZVPD, the OMol25 dataset).

HOMO level (alpha / beta)	-9.05 / -8.98	eV
total charge	0
energy relative to the best compared isomer or geometry (same formula, charge and spin)	76.2	kcal per mole
orbital gap (alpha / beta)	8.914 / 6.668	eV
2S+1	6
LUMO level (alpha / beta)	-0.136 / -2.316	eV
<S²>	8.755
F_max	7.06	eV Å⁻¹

Each line ends with the Mulliken charge.
Cartesian coordinates (Å):
F -5.3880 -2.8196 0.2427  -0.203
C 2.0336 2.4966 1.4654  0.269
S -3.5189 -1.1819 -0.5244  1.170
N 3.3129 2.4839 1.1370  -0.229
C -4.0346 -2.6995 0.3871  0.557
H 3.7116 1.5860 0.9026  0.103
N 2.5020 2.1717 -2.2889  -0.339
O 3.2665 -0.6936 2.1178  -0.650
F 5.1229 -2.4671 0.1679  -0.183
H -1.2680 -0.2906 2.5138  0.284
O -1.7920 3.1745 1.9415  -0.740
O 1.2357 1.5447 1.3547  -0.075
O -1.6898 0.6146 -2.4493  -0.542
S 3.1742 -0.8670 0.6714  0.918
H -1.2284 0.8269 -3.2606  0.216
H 0.0195 -3.5525 3.0049  0.230
H 0.6993 3.7064 2.2559  0.241
F -3.4365 -3.7424 -0.1675  -0.197
H 0.5975 -1.4236 -2.5049  0.213
C 3.8440 -2.6175 0.3788  0.496
N 1.6468 3.6560 1.9098  -0.440
H 3.1832 1.6515 -1.7546  0.230
O 0.8337 1.0528 -1.3232  -0.150
H 3.8916 3.2457 1.4610  0.173
O 0.1126 -1.4077 -1.6798  -0.318
N -0.4403 -4.2248 2.4076  -0.403
O -0.1796 -2.7751 0.6366  -0.221
O -0.4902 -0.2766 1.9562  -0.394
N -0.7998 -5.0242 0.4432  -0.425
H -0.7770 -5.0554 -0.5661  0.201
O -4.3939 -0.0377 -0.1026  -0.650
H 2.8076 2.8792 -2.9417  0.153
F 3.5571 -3.4268 1.3932  -0.223
F -2.0458 3.4526 -1.8159  -0.220
O -3.6206 2.2941 0.6669  -0.639
H -0.4487 2.8417 -2.9040  0.162
H -0.5880 -5.1265 2.8380  0.158
O -1.2395 1.5552 0.1249  -0.190
H 0.2157 0.0093 2.5360  0.225
H 1.0177 3.3687 -3.5143  0.173
H -1.4246 -5.6675 0.9079  0.194
C 1.2634 2.0167 -1.9835  0.229
O 4.0622 0.0078 -0.1603  -0.792
F -3.7040 -2.5604 1.6616  -0.218
H 2.4063 4.2419 2.2262  0.148
O -2.0984 -0.8850 -0.2565  -0.909
F -3.0574 4.9098 -0.5782  -0.210
C -0.5152 -3.9016 1.0933  0.341
F -0.8374 4.6851 -0.5356  -0.233
Fe -0.2498 -0.1506 -0.0833  2.372
H -2.6173 0.6660 -2.6802  0.266
O 1.7447 -0.7994 0.2202  -0.213
C -2.0542 4.0073 -0.6401  0.529
H -0.1730 -2.3123 -1.5517  0.085
N 0.5523 2.8668 -2.7717  -0.300
O -3.7702 -1.4811 -1.9384  -0.750
F 3.2197 -3.1759 -0.6631  -0.230
S -2.1529 2.6303 0.6161  0.949

Forces on the atoms, in the same order (eV/Å):
F 1.66 -0.14 0.47
C -1.55 -2.44 -0.36
S -3.88 5.21 -2.78
N 1.90 -0.64 -0.65
C -0.92 1.30 -0.83
H 0.43 0.15 -0.03
N 4.60 -0.30 0.59
O 0.40 -0.32 -1.33
F 0.65 -0.75 0.02
H -0.71 0.01 -0.36
O 1.13 -0.24 -2.20
O 0.85 0.52 0.09
O 0.33 0.33 -0.35
S -1.10 2.04 0.44
H 0.13 -0.07 -0.26
H -0.31 0.05 -0.08
H 0.02 0.35 0.12
F -0.05 -0.55 0.42
H 0.33 0.67 -0.03
C -2.16 0.88 -0.08
N -0.97 2.61 1.25
H 0.22 -0.05 -0.04
O 0.22 0.97 -0.27
H 0.12 -0.47 -0.28
O -0.25 -0.70 -0.69
N 0.28 1.72 2.05
O -0.93 -2.73 0.44
O -0.04 -0.65 0.47
N -0.84 -1.27 -2.50
H -0.34 0.17 0.22
O 2.08 -3.74 0.12
H 0.06 -0.24 0.51
F 0.70 0.28 0.45
F -0.58 -0.36 -1.52
O 4.08 0.92 -1.44
H 0.23 -0.28 0.67
H 0.09 0.12 -0.67
O -0.80 1.73 -0.08
H 0.85 0.47 -0.24
H 0.02 -0.10 0.44
H 0.24 -0.04 -0.33
C -2.91 -0.90 -1.82
O -1.46 -1.63 1.14
F -0.16 -0.63 0.27
H -0.90 0.48 0.21
O 0.67 -1.31 1.04
F 1.13 -1.06 0.27
C 1.83 1.72 0.68
F -1.58 -0.60 0.21
Fe 0.31 1.08 0.02
H -0.55 -0.23 0.11
O 1.86 -1.23 0.26
C 1.36 1.33 1.02
H -0.32 -0.36 0.63
N -2.10 0.55 -0.38
O 0.90 -0.91 1.46
F 0.44 0.16 -0.73
S -4.72 -0.86 4.25

3.
# C27H38AsCeCl2P

A structure of composition C27H38AsCeCl2P (ωB97M-V/def2-TZVPD, the OMol25 dataset).

HOMO level (alpha / beta)	-1.63 / -3.83	eV
total charge	-1
orbital gap (alpha / beta)	4.299 / 6.497	eV
2S+1	2
LUMO level (alpha / beta)	2.672 / 2.672	eV
<S²>	0.768
F_max	9.52	eV Å⁻¹

Each line ends with the Mulliken charge.
Cartesian coordinates (Å):
H 2.8433 -3.9265 4.5294  0.326
C 2.1957 -1.3918 3.9977  0.105
H 3.1894 -6.3599 4.7081  0.384
H -0.5400 -7.0608 2.6943  0.372
H -1.8035 2.5578 -7.2087  0.236
H -4.1804 -0.6421 4.1407  0.389
C 0.3847 5.0756 -3.7979  -1.633
H 0.2242 -0.1332 -4.5073  0.363
H -2.2770 5.3549 -4.9543  0.246
H 0.5194 -1.4627 0.0497  -0.145
H 1.1504 -0.6570 5.7388  0.337
H -1.0553 1.0783 -7.7805  0.471
C 2.0997 -0.7174 5.2220  -0.321
Ce 0.0602 -0.3439 0.9955  0.311
C 3.2286 -0.1129 5.7822  -0.596
H -2.3316 4.5316 -2.4424  0.244
C -0.8803 1.3502 -5.6467  0.502
C 1.7092 3.4866 -5.1872  -1.689
C -2.5183 3.3145 -4.2373  0.544
H -3.8820 4.6931 -5.1788  0.448
C -2.9206 3.6948 -2.8155  -1.313
C 0.2086 0.2905 -5.5095  -1.544
H -2.5159 -3.2394 7.1245  0.372
Cl 2.1627 0.7469 1.1023  -0.520
H -0.4070 -3.3711 5.8454  0.422
H 5.3310 0.2896 5.5533  0.353
H 0.7975 4.6787 -2.8708  0.362
H 2.1445 2.9608 -4.3372  0.369
H 1.5068 -7.9338 3.7883  0.347
C -0.0092 -5.0001 2.9996  -0.342
H 3.5068 -1.9745 2.3868  0.446
H -1.2956 -1.1978 0.9751  -0.187
As 0.5935 -2.2014 3.2375  0.780
C -3.3578 -1.2434 4.5076  -0.708
H 3.1501 0.4096 6.7272  0.368
Cl -1.1323 1.0261 -0.4439  -0.444
C 2.2946 -5.9770 4.2360  -0.606
H 1.7253 2.8122 -6.0384  0.290
C 2.0942 -4.5957 4.1339  -0.041
C -2.8190 4.4466 -5.2092  -1.473
H -0.1328 4.4093 -5.7695  0.366
H 1.0333 5.8876 -4.1309  0.424
P -0.7665 2.5891 -4.2240  0.304
C -2.4178 -2.7054 6.1889  -0.635
H 5.5086 -0.9031 3.3854  0.381
H -2.0939 -0.7547 2.8681  0.127
H -3.1298 2.4554 -4.5269  0.377
H -3.9705 3.9921 -2.7782  0.435
C -1.0942 -2.0938 4.2426  0.376
C -2.1678 -1.3176 3.7786  -0.424
C -3.4854 -1.9402 5.7106  -0.373
H -4.4081 -1.8815 6.2744  0.354
H -1.8310 0.8531 -5.4309  0.303
H -0.0552 2.4472 -7.3348  0.179
C -0.9540 1.8963 -7.0642  -1.354
H -2.5736 4.1956 -6.2373  0.250
H 0.0404 -0.5218 -6.2190  0.457
H -2.7777 2.8649 -2.1266  0.231
C 0.9386 -4.1029 3.5107  -0.161
H -0.8992 -4.6280 2.5067  0.370
C 0.1935 -6.3762 3.1017  -0.584
C 0.3080 3.9883 -4.8643  0.634
C 3.4269 -1.4586 3.3345  -0.221
H 2.3637 4.3267 -5.4256  0.442
C 4.4575 -0.1807 5.1200  -0.416
C 1.3467 -6.8662 3.7178  -0.402
H -0.5850 5.5076 -3.5661  0.299
C 4.5569 -0.8535 3.8973  -0.646
C -1.2246 -2.7793 5.4603  -0.173
H 1.1987 0.6942 -5.7092  0.260

Forces on the atoms, in the same order (eV/Å):
H 0.00 0.16 0.04
C -0.23 -0.14 1.35
H 0.04 -0.01 0.04
H 0.00 -0.01 0.01
H -0.09 0.06 0.00
H 0.04 -0.01 -0.04
C 0.04 0.03 0.05
H -0.01 0.00 0.07
H 0.09 0.09 0.05
H 2.43 -6.07 -5.19
H -0.05 -0.04 0.01
H 0.00 -0.08 -0.05
C 0.76 0.13 -0.11
Ce 1.87 5.79 7.32
C 0.00 -0.17 -0.46
H 0.08 0.08 0.03
C -0.04 0.31 0.25
C 0.07 -0.02 0.01
C 0.36 -0.15 -0.06
H -0.09 0.02 0.03
C -0.04 -0.05 0.09
C 0.02 -0.07 0.03
H 0.02 -0.03 0.05
Cl 4.36 2.06 0.26
H 0.11 -0.08 -0.03
H 0.02 0.00 -0.01
H 0.02 -0.06 0.07
H 0.01 -0.04 0.09
H 0.03 -0.04 0.02
C 0.45 -0.30 0.18
H -0.02 0.01 -0.05
H -5.97 -4.28 -0.02
As -0.26 -0.06 -1.68
C 0.43 -0.31 0.15
H 0.00 0.01 0.02
Cl -2.74 2.98 -3.17
C -0.49 0.05 -0.34
H -0.02 -0.09 -0.09
C -0.49 -0.57 -0.29
C -0.04 0.03 -0.07
H -0.03 0.07 -0.12
H 0.06 0.06 -0.05
P -0.06 -0.02 -0.03
C 0.00 0.25 -0.45
H -0.01 0.00 -0.05
H 0.05 0.01 -0.41
H -0.01 -0.08 -0.02
H -0.09 0.04 -0.04
C 0.27 0.08 1.13
C 0.04 -0.18 0.82
C 0.42 -0.11 -0.15
H 0.00 -0.01 0.01
H -0.05 -0.01 0.05
H 0.12 0.07 -0.01
C -0.01 -0.01 -0.09
H 0.04 -0.01 -0.10
H -0.03 -0.05 -0.06
H 0.07 -0.04 0.05
C 0.20 -0.39 0.45
H -0.01 0.11 -0.03
C 0.28 0.38 0.17
C -0.36 -0.24 -0.07
C 0.06 0.18 0.41
H 0.04 0.08 -0.01
C -0.35 -0.23 -0.21
C 0.09 0.44 0.07
H -0.12 0.01 0.02
C -0.62 0.01 0.28
C -0.74 0.36 -0.09
H 0.10 0.07 -0.02

Question: Among the records above, which one has the lowest total charge?
Answer: C27H38AsCeCl2P

Question: What is the total charge in the second record?
Answer: 0